Formula: C10H10InN2O4S
Source: the Open Molecules 2025 dataset
Level of theory: wB97M-V/def2-TZVPD

Output
HOMO level (spin up / spin down) = -17.90 / -17.87 eV
Max |F| = 4.30 eV Å⁻¹
Frontier orbital gap (spin up / spin down) = 0.1154 / 0.1138 hartree
M = 369.08 g/mol
Total energy = -1384.591491 hartree
ΔE to the lowest compared entry with this formula, charge and spin = 4.6 kcal/mol

The geometry in ORCA input format:
```
! wB97M-V def2-TZVPD RIJCOSX def2/J DEFGRID3
* xyz 3 1
S -1.23 0.69 2.07
N -1.40 -0.85 4.37
H -1.01 1.00 5.21
H -0.35 -0.36 6.11
N -2.60 -1.62 2.74
H -0.89 1.82 -2.81
C -1.83 -0.56 3.11
H -1.41 -2.66 5.60
H 0.45 0.15 4.63
C -0.52 0.03 5.12
H -3.15 -1.65 1.87
O 1.67 -3.99 1.81
H -0.83 4.23 -0.77
C 2.25 1.10 0.83
H -2.90 -3.62 3.49
In 0.42 -0.78 0.74
C 1.37 -0.78 -2.10
C 1.46 -3.02 1.24
C -0.47 2.62 -2.17
C -1.84 -1.25 -0.57
O 1.99 -1.46 -2.78
H 0.63 2.71 -2.19
H -2.33 3.25 -1.31
C -1.24 3.42 -1.40
C -1.71 -2.17 4.68
C -2.47 -2.65 3.66
O 3.22 1.41 1.35
O -2.73 -1.94 -0.77
*
```

Formula: C7H12ClNO
Source: the Open Molecules 2025 dataset
Level of theory: wB97M-V/def2-TZVPD

Output
HOMO level = -9.81 eV
Max |F| = 3.54 eV Å⁻¹
Frontier orbital gap = 0.3876 hartree
M = 161.63 g/mol
Total energy = -864.123014 hartree
ΔE to the lowest compared entry with this formula, charge and spin = 12.8 kcal/mol

The geometry in ORCA input format:
```
! wB97M-V def2-TZVPD RIJCOSX def2/J DEFGRID3
* xyz 0 1
Cl -2.69 -1.20 -2.10
H 0.12 0.87 0.30
H 0.67 0.19 3.17
H -1.45 2.01 -0.95
C 0.42 -0.18 0.22
H 2.49 -0.99 0.06
C 0.19 -0.94 1.52
H 2.28 0.65 -0.45
H -1.06 1.30 -2.55
O 2.76 1.28 2.11
C 1.94 -0.08 0.27
N 1.14 -0.31 2.42
H -0.30 -1.75 -1.01
H -2.71 1.48 -2.03
C -1.71 1.27 -1.69
H -0.84 -0.86 1.82
C -0.26 -0.67 -1.05
H 0.42 -1.98 1.28
C -1.68 -0.12 -1.07
C 2.07 0.43 1.70
H 0.27 -0.33 -1.92
H -2.05 -0.06 -0.06
*
```